[1]
ORCA calculation (ωB97M-V/def2-TZVPD) on the molecule C5H9P at a distorted geometry.

Computed properties:
ΔE to the lowest compared entry with this formula, charge and spin in kcal/mol: 84.6
Electronic energy in eV: -14614.650

```
15
C5H9P, DFT ωB97M-V/def2-TZVPD
C 2.16 -1.86 -0.02
C 0.97 -1.24 0.17
C -1.25 -0.13 -0.15
C 0.19 -0.46 -0.67
C -0.89 1.13 0.62
P -0.65 2.60 -0.35
H 2.35 -2.72 0.63
H 2.91 -1.72 -0.86
H 0.43 -1.54 1.16
H -1.83 0.05 -1.07
H -1.58 -0.80 0.56
H 0.45 -0.09 -1.63
H -0.45 1.05 1.57
H -0.98 3.24 0.82
H -1.84 2.49 -0.79
```

Atom charges from the Mulliken analysis, given in e for atoms 1 to 5: -0.823 0.050 -0.663 -0.222 -0.402

[2]
ORCA calculation (ωB97M-V/def2-TZVPD) on the molecule C5H9P at a distorted geometry.

Computed properties:
2S+1: 3
ΔE to the lowest compared entry with this formula, charge and spin in kcal/mol: 76.0
Electronic energy in eV: -14611.430
<S²>: 2.01

```
15
C5H9P, DFT ωB97M-V/def2-TZVPD
C -1.25 1.72 -0.10
C -0.75 -0.92 1.82
C -0.59 -1.11 0.35
C 0.48 -0.48 1.20
C 1.38 0.16 -1.87
P -0.10 0.52 -0.23
H -1.87 1.59 -1.03
H -0.88 2.70 -0.21
H -1.35 -0.18 2.30
H -0.63 -1.79 2.45
H -0.62 -2.10 0.04
H 1.50 -0.68 1.46
H 1.79 1.15 -2.09
H 2.13 -0.43 -1.40
H 0.76 -0.16 -2.71
```

Atom charges from the Mulliken analysis, given in e for atoms 1 to 5: -0.874 -0.542 -0.271 -0.321 -1.301

[3]
ORCA calculation (ωB97M-V/def2-TZVPD) on the molecule C5H9PS3 at a distorted geometry.

Computed properties:
2S+1: 3
ΔE to the lowest compared entry with this formula, charge and spin in kcal/mol: 0.0
Electronic energy in eV: -47123.030
<S²>: 2.02

```
18
C5H9PS3, DFT ωB97M-V/def2-TZVPD
C -1.39 -1.50 -0.79
C -1.59 -1.01 0.40
C 1.87 1.55 0.31
C 0.69 2.50 0.14
C -1.39 -2.91 -1.19
P -1.40 0.58 1.06
S 3.11 1.58 3.00
S 1.84 0.62 1.87
S -0.74 1.66 -0.57
H -0.92 -0.82 -1.52
H -1.92 -1.75 1.13
H 1.70 0.98 -0.62
H 2.80 1.98 0.42
H 0.34 2.83 1.08
H 0.96 3.28 -0.55
H -0.36 -3.15 -1.23
H -1.63 -2.91 -2.27
H -1.98 -3.53 -0.67
```

Atom charges from the Mulliken analysis, given in e for atoms 1 to 5: -0.109 -0.019 -0.740 -0.631 -1.342

[4]
ORCA calculation (ωB97M-V/def2-TZVPD) on a structure of composition C60H116F24N10O20S8 at a distorted geometry.

Computed properties:
ΔE to the lowest compared entry with this formula, charge and spin in kcal/mol: 21.3
Electronic energy in eV: -271819.091
Charge: +2

```
238
C60H116F24N10O20S8, DFT ωB97M-V/def2-TZVPD
C 3.96 -7.80 2.42
C 3.53 -6.34 2.08
C 3.89 -5.84 0.62
C 2.94 -6.17 -0.47
C 1.52 -6.08 -0.02
C 1.08 -6.71 1.36
N 2.05 -6.22 2.37
O 1.64 -6.30 3.72
C 1.02 -8.24 1.26
C -0.38 -6.14 1.68
C 4.31 -5.41 2.98
H 4.98 -7.92 2.78
H 3.87 -8.52 1.60
H 3.32 -8.27 3.16
H 4.91 -6.17 0.39
H 3.93 -4.75 0.62
H 3.04 -7.22 -0.77
H 3.00 -5.49 -1.32
H 0.88 -6.68 -0.66
H 1.17 -5.05 -0.04
H 1.86 -8.80 0.86
H 0.20 -8.58 0.63
H 0.81 -8.61 2.26
H -0.24 -5.09 1.96
H -0.95 -6.61 2.48
H -1.02 -6.08 0.80
H 4.24 -5.73 4.03
H 3.98 -4.38 2.88
H 5.37 -5.36 2.75
C -3.30 2.23 2.17
C -3.66 2.28 0.66
C -3.36 0.81 0.21
C -4.15 0.38 -1.09
C -5.63 0.68 -0.90
C -6.05 2.16 -0.67
N -5.17 2.65 0.48
O -5.66 3.72 1.22
C -7.43 2.09 -0.08
C -5.88 2.99 -1.94
C -2.85 3.29 -0.13
H -3.29 3.22 2.63
H -2.40 1.63 2.31
H -4.07 1.75 2.79
H -3.61 0.09 0.99
H -2.28 0.67 0.19
H -4.04 -0.70 -1.22
H -3.65 0.83 -1.94
H -5.95 0.02 -0.09
H -6.12 0.33 -1.80
H -7.83 3.10 0.00
H -7.59 1.55 0.86
H -7.96 1.61 -0.90
H -4.89 3.18 -2.37
H -6.34 3.97 -1.83
H -6.41 2.40 -2.68
H -3.06 4.28 0.26
H -3.11 3.13 -1.18
H -1.78 3.20 0.08
C 2.24 3.34 -0.74
C 1.73 2.60 -1.96
C 1.86 1.05 -1.75
N 1.55 0.06 -2.97
C 2.49 0.42 -4.15
C 2.37 -0.57 -5.31
C 2.78 -2.01 -4.76
C 1.94 -2.40 -3.59
C 1.78 -1.39 -2.48
C 0.05 0.23 -3.35
H 1.45 3.34 0.01
H 2.55 4.39 -0.75
H 3.08 2.89 -0.22
H 2.34 2.91 -2.82
H 0.68 2.85 -2.10
H 1.25 0.79 -0.89
H 2.83 0.75 -1.35
H 3.51 0.59 -3.79
H 2.07 1.38 -4.44
H 3.13 -0.29 -6.04
H 1.40 -0.56 -5.80
H 3.79 -1.91 -4.35
H 2.80 -2.75 -5.56
H 2.35 -3.34 -3.23
H 0.95 -2.73 -3.90
H 2.62 -1.30 -1.79
H 0.95 -1.57 -1.80
H -0.55 0.46 -2.47
H -0.34 -0.64 -3.90
H 0.06 0.99 -4.13
C 0.74 -1.19 -8.72
C -0.84 -1.02 -8.63
C -1.17 -0.72 -7.22
N -2.69 -0.56 -6.80
C -2.88 -0.24 -5.27
C -4.28 0.26 -4.84
C -4.67 1.47 -5.71
C -4.71 1.04 -7.17
C -3.28 0.66 -7.61
C -3.43 -1.86 -7.17
H 1.09 -1.34 -9.75
H 1.07 -2.01 -8.08
H 1.25 -0.30 -8.37
H -1.32 -1.95 -8.93
H -1.09 -0.15 -9.23
H -0.68 0.21 -6.94
H -0.76 -1.48 -6.55
H -2.17 0.55 -5.05
H -2.58 -1.16 -4.75
H -4.35 0.52 -3.79
H -5.07 -0.49 -4.91
H -3.93 2.27 -5.58
H -5.65 1.83 -5.39
H -5.10 1.89 -7.72
H -5.47 0.27 -7.34
H -2.55 1.47 -7.56
H -3.36 0.29 -8.63
H -4.47 -1.72 -6.87
H -3.01 -2.64 -6.54
H -3.47 -2.06 -8.24
C 5.71 0.09 9.61
C 4.94 0.28 8.30
N 5.25 -0.74 7.16
C 6.73 -0.45 6.70
C 5.21 -2.19 7.75
C 3.95 -2.63 8.54
C 4.33 -0.59 5.90
C 4.58 0.66 5.06
O 4.45 1.86 5.82
C 5.19 2.95 5.25
H 6.79 0.27 9.58
H 5.50 -0.89 10.03
H 5.43 0.71 10.46
H 5.10 1.29 7.93
H 3.87 0.21 8.49
H 6.85 -1.17 5.89
H 7.37 -0.72 7.53
H 6.88 0.60 6.45
H 6.17 -2.28 8.26
H 5.49 -2.91 6.97
H 3.17 -2.98 7.86
H 3.43 -1.86 9.09
H 4.22 -3.38 9.29
H 3.36 -0.58 6.39
H 4.51 -1.52 5.35
H 3.83 0.68 4.27
H 5.56 0.69 4.58
H 4.98 3.80 5.91
H 4.79 3.07 4.25
H 6.26 2.75 5.16
C 0.78 0.29 8.52
C -0.72 0.30 8.08
N -1.13 1.03 6.75
C -0.34 0.32 5.61
C -2.72 0.88 6.56
C -3.35 -0.50 6.59
C -0.67 2.56 6.88
C -1.36 3.51 5.85
O -1.17 2.97 4.50
C -0.08 3.62 3.76
H 1.25 -0.59 8.08
H 0.93 0.03 9.57
H 1.44 1.13 8.33
H -1.33 0.84 8.81
H -1.08 -0.71 8.26
H -0.63 0.80 4.67
H -0.78 -0.67 5.71
H 0.72 0.44 5.82
H -2.94 1.31 5.58
H -3.10 1.44 7.42
H -4.44 -0.47 6.52
H -3.34 -1.14 7.47
H -2.98 -1.08 5.75
H 0.42 2.52 6.76
H -0.91 2.95 7.86
H -0.88 4.48 5.97
H -2.43 3.65 5.92
H 0.80 3.41 4.38
H -0.25 4.69 3.69
H 0.05 3.15 2.79
C 0.63 -0.64 2.23
F 0.04 -0.24 1.11
F 1.06 0.34 2.93
F -0.20 -1.33 2.93
S 2.24 -1.78 1.75
O 2.86 -2.02 3.09
O 1.67 -2.96 1.13
N 3.12 -0.71 0.72
S 4.54 -1.07 1.11
O 5.08 -0.35 2.29
O 4.88 -2.49 0.93
C 5.44 -0.14 -0.32
F 5.13 1.12 -0.27
F 6.72 -0.39 -0.16
F 5.01 -0.61 -1.49
C 2.58 3.17 -7.63
F 3.10 1.92 -7.45
F 3.16 4.02 -6.75
F 2.96 3.61 -8.81
S 0.60 3.22 -7.49
O 0.21 4.57 -7.95
O 0.13 2.14 -8.39
N 0.25 2.83 -5.85
S -0.88 3.70 -5.32
O -1.89 4.15 -6.27
O -1.47 3.16 -4.12
C 0.07 5.31 -4.75
F 0.77 5.90 -5.79
F -0.81 6.19 -4.24
F 0.90 4.93 -3.81
C -1.61 7.54 -0.42
F -1.36 8.83 -0.16
F -0.60 7.13 -1.17
F -1.57 6.87 0.71
S -3.33 7.34 -1.40
O -3.16 8.09 -2.64
O -3.55 5.91 -1.54
N -4.23 8.16 -0.28
S -5.66 7.83 -0.65
O -6.06 7.76 -2.07
O -6.14 6.71 0.12
C -6.61 9.36 0.00
F -7.90 9.03 -0.05
F -6.27 9.52 1.28
F -6.46 10.48 -0.76
C -3.74 -3.69 -2.90
F -3.99 -4.94 -3.17
F -4.12 -2.84 -3.87
F -4.34 -3.29 -1.76
S -1.83 -3.52 -2.66
O -1.64 -2.17 -2.17
O -1.46 -4.53 -1.67
N -1.28 -3.74 -4.30
S -0.87 -5.25 -4.18
O 0.29 -5.48 -3.31
O -1.99 -6.18 -4.04
C -0.22 -5.69 -6.02
F -1.31 -5.65 -6.83
F 0.72 -4.77 -6.40
F 0.46 -6.89 -6.03
```

Atom charges from the Mulliken analysis, given in e for atoms 1 to 5: -1.622 1.486 -0.701 -0.917 -1.028

[5]
ORCA calculation (ωB97M-V/def2-TZVPD) on a structure of composition C60H122B2N6O12Zr at a distorted geometry.

Computed properties:
Electronic energy in eV: -100303.924
Charge: +4

```
203
C60H122B2N6O12Zr, DFT ωB97M-V/def2-TZVPD
Zr -1.93 -0.35 -0.54
B 0.33 -0.44 -0.72
H -0.08 -0.28 -1.71
H 0.02 0.31 -0.01
H -0.06 -1.39 -0.38
H 1.39 -0.61 -0.83
B -2.57 -2.59 -0.97
H -2.40 -3.07 -0.02
H -1.68 -2.18 -1.43
H -2.89 -3.30 -1.72
H -3.24 -1.74 -1.02
C 3.26 -1.51 6.59
C 1.93 -1.01 7.11
C 1.22 -0.01 6.13
C 2.01 1.27 5.83
N 1.38 2.05 4.57
C 1.77 1.39 3.27
C 1.51 2.42 2.08
C 2.13 3.70 2.78
C 1.94 3.49 4.30
C -0.20 2.24 4.64
C -0.61 2.90 5.97
C -2.13 3.16 6.11
H 3.05 -1.75 5.55
H 3.48 -2.25 7.36
H 4.05 -0.78 6.77
H 2.23 -0.56 8.06
H 1.27 -1.87 7.21
H 0.19 0.10 6.45
H 1.05 -0.51 5.18
H 3.06 1.02 5.67
H 2.05 1.92 6.70
H 1.38 0.37 3.24
H 2.82 1.12 3.35
H 0.43 2.45 1.92
H 2.13 2.15 1.22
H 1.64 4.62 2.44
H 3.21 3.64 2.79
H 1.42 4.30 4.83
H 2.91 3.28 4.75
H -0.62 1.27 4.36
H -0.67 2.89 3.90
H 0.04 3.75 6.19
H -0.44 2.12 6.71
H -2.54 3.65 7.00
H -2.62 2.19 6.17
H -2.40 3.66 5.18
C 1.21 -4.33 -4.85
C 0.97 -4.10 -3.32
C -0.30 -4.81 -2.80
C -0.36 -6.40 -2.90
N -1.44 -6.86 -1.81
C -1.28 -8.43 -1.72
C -0.30 -8.53 -0.52
C -0.96 -7.66 0.47
C -1.01 -6.41 -0.39
C -2.86 -6.52 -2.10
C -3.49 -6.91 -3.48
C -4.89 -7.57 -3.45
H 2.04 -3.72 -5.20
H 0.33 -4.05 -5.43
H 1.48 -5.39 -4.92
H 0.77 -3.03 -3.24
H 1.78 -4.50 -2.70
H -1.07 -4.40 -3.45
H -0.59 -4.29 -1.89
H 0.49 -6.92 -2.45
H -0.65 -6.64 -3.92
H -2.26 -8.85 -1.51
H -0.87 -8.79 -2.67
H -0.38 -9.57 -0.20
H 0.74 -8.22 -0.66
H -1.94 -8.08 0.65
H -0.34 -7.66 1.37
H -1.59 -5.63 0.11
H 0.00 -6.01 -0.54
H -2.89 -5.44 -1.94
H -3.33 -7.03 -1.26
H -2.80 -7.52 -4.06
H -3.67 -6.07 -4.15
H -5.75 -7.12 -2.96
H -4.81 -8.52 -2.91
H -5.20 -7.78 -4.47
C 5.89 2.03 -0.54
C 5.08 1.00 -1.22
C 4.06 0.10 -0.51
C 4.55 -0.74 0.70
N 4.72 -2.26 0.48
C 5.48 -2.93 1.70
C 6.95 -2.70 1.50
C 7.07 -2.93 0.00
C 5.81 -2.53 -0.70
C 3.45 -3.15 0.15
C 2.27 -2.89 1.04
C 1.03 -3.82 0.80
H 6.57 2.55 -1.22
H 6.59 1.61 0.19
H 5.28 2.72 0.03
H 5.76 0.28 -1.68
H 4.42 1.45 -1.96
H 3.54 -0.56 -1.20
H 3.20 0.73 -0.28
H 3.85 -0.65 1.53
H 5.54 -0.35 0.94
H 5.31 -4.00 1.81
H 5.25 -2.55 2.69
H 7.37 -3.52 2.09
H 7.41 -1.77 1.81
H 7.13 -3.99 -0.22
H 7.96 -2.47 -0.42
H 5.45 -3.38 -1.29
H 6.12 -1.78 -1.43
H 3.69 -4.19 -0.07
H 3.25 -2.76 -0.85
H 1.91 -1.90 0.76
H 2.59 -2.85 2.08
H 0.51 -3.49 -0.09
H 0.35 -3.97 1.64
H 1.50 -4.74 0.44
C -1.33 6.43 -4.84
C -0.24 6.08 -5.89
C 0.97 5.39 -5.33
C 0.59 4.06 -4.63
N 1.79 3.22 -4.08
C 1.31 1.86 -3.40
C 1.65 0.67 -4.33
C 2.04 1.31 -5.68
C 2.64 2.62 -5.24
C 2.77 3.93 -3.07
C 2.08 4.33 -1.78
C 2.94 4.96 -0.61
H -2.16 6.85 -5.41
H -0.89 7.23 -4.24
H -1.66 5.67 -4.13
H 0.03 7.07 -6.26
H -0.71 5.54 -6.71
H 1.52 6.02 -4.63
H 1.70 5.12 -6.09
H -0.01 3.37 -5.21
H -0.04 4.21 -3.75
H 1.82 1.71 -2.45
H 0.29 2.16 -3.16
H 2.36 0.01 -3.84
H 0.79 0.00 -4.40
H 2.67 0.55 -6.13
H 1.23 1.64 -6.34
H 3.69 2.52 -4.95
H 2.72 3.32 -6.07
H 3.20 4.76 -3.63
H 3.55 3.18 -2.90
H 1.67 3.43 -1.33
H 1.24 4.98 -1.99
H 2.38 5.26 0.28
H 3.40 5.86 -1.01
H 3.72 4.28 -0.27
C -7.61 -0.80 2.81
N -6.82 0.51 2.76
C -5.63 0.62 3.36
C -4.93 1.82 3.27
C -5.46 2.92 2.57
C -6.62 2.72 1.87
C -7.35 1.55 2.05
C -4.70 4.16 2.22
C -5.36 5.38 2.10
C -4.63 6.63 1.91
N -3.26 6.49 1.87
C -2.61 5.30 1.96
C -3.34 4.15 2.12
C -2.45 7.76 1.81
H -6.98 -1.62 3.16
H -7.76 -1.03 1.76
H -8.55 -0.71 3.35
H -5.26 -0.31 3.76
H -4.03 2.00 3.84
H -6.94 3.49 1.18
H -8.18 1.32 1.40
H -6.39 5.60 2.35
H -5.26 7.49 1.74
H -1.54 5.28 2.10
H -2.81 3.21 2.07
H -2.57 8.18 0.81
H -1.41 7.46 1.88
H -2.78 8.36 2.65
O -2.63 -0.47 3.55
C -2.19 -0.36 2.30
O -1.92 -1.22 1.53
O -1.98 0.71 1.69
H -2.90 -1.37 3.77
O -3.32 -0.88 -4.66
C -2.50 -0.16 -3.99
O -2.35 -0.16 -2.73
O -1.72 0.49 -4.67
H -3.04 -0.45 -5.47
O -1.63 3.54 -2.04
C -1.20 3.03 -0.97
O -1.39 1.84 -0.84
O -0.61 3.62 -0.10
H -1.62 4.47 -1.79
O -5.84 1.47 -1.05
C -5.21 0.49 -0.51
O -5.82 -0.51 -0.26
O -3.99 0.44 -0.33
H -6.57 0.85 -1.08
```

Atom charges from the Mulliken analysis, given in e for atoms 1 to 5: 1.273 1.205 0.366 0.359 0.679